Entry A
Molecular formula: C3H3N3O
Method: DFT, the ωB97M-V functional and the def2-TZVPD basis

```
10
Properties=species:S:1:pos:R:3:mulliken_charge:R:1
N 2.263 -0.013 0.675 -0.53
C 1.245 -0.246 0.033 0.60
N -0.537 0.788 -1.871 0.03
N -1.429 1.386 -1.535 -0.22
O -1.574 -0.664 1.520 -0.37
C -1.324 -0.083 0.517 0.15
C 0.058 -0.542 -0.446 -0.65
H 3.057 0.403 0.198 0.27
H -1.782 0.891 -0.254 0.37
H -0.030 -1.474 -1.007 0.34
```

For the highest occupied orbital energy, the calculation gives -8.6228 eV. The LUMO energy comes out at 0.494 eV. Its charge is 0. Its SMILES is N=C=CC=O.N#N.


Entry B
Molecular formula: C3H3N3O
Method: DFT, the ωB97M-V functional and the def2-TZVPD basis

```
10
Properties=species:S:1:pos:R:3:mulliken_charge:R:1
N 1.789 -0.739 0.805 -0.50
C 1.093 -0.427 -0.157 0.47
N -0.871 0.678 -1.104 0.44
N -1.387 1.201 -2.072 -0.76
O -1.401 -0.496 3.038 -0.09
C -1.372 -0.032 2.006 0.01
C 0.295 -0.199 -1.175 -0.45
H 2.603 -0.140 0.954 0.29
H -1.238 0.765 -0.137 0.26
H 0.489 -0.611 -2.157 0.34
```

For the highest occupied orbital energy, the calculation gives -8.0793 eV. The LUMO energy comes out at 0.577 eV. Its charge is 0.


Which one sits at the bottom of the stability order? entry B does.


Entry A
Molecular formula: C3H3N3O
Method: DFT, the ωB97M-V functional and the def2-TZVPD basis

```
10
Properties=species:S:1:pos:R:3:mulliken_charge:R:1
N -2.000 -1.303 0.279 -0.54
C -1.188 -0.390 0.386 0.59
N 0.180 1.498 -0.950 0.08
N 1.143 1.228 -1.564 -0.36
O 1.865 -1.320 0.978 -0.28
C 1.521 -0.520 0.224 0.17
C -0.174 0.442 0.493 -0.63
H -2.895 -1.067 -0.148 0.28
H 1.678 0.346 -1.066 0.36
H -0.129 1.085 1.368 0.34
```

For the highest occupied orbital energy, the calculation gives -8.4258 eV. The LUMO energy comes out at 0.289 eV. Its charge is 0.


Entry B
Molecular formula: C3H3N3O
Method: DFT, the ωB97M-V functional and the def2-TZVPD basis

```
10
Properties=species:S:1:pos:R:3:mulliken_charge:R:1
O 2.151 -1.930 0.378 -0.41
C 1.011 -1.784 0.173 0.71
N 0.610 2.196 0.108 -0.74
N 0.499 0.960 0.003 0.18
C -0.836 0.541 -0.139 -0.06
C -1.116 -0.771 -0.164 -0.29
N -0.195 -1.803 -0.024 -0.43
H 1.619 2.388 0.184 0.26
H -1.601 1.309 -0.230 0.40
H -2.141 -1.107 -0.287 0.37
```

For the highest occupied orbital energy, the calculation gives -9.4821 eV. The LUMO energy comes out at -0.246 eV. Its charge is 0. Its SMILES is [H]/N=N/C=C\N=C=O.


Which one sits at the bottom of the stability order? entry A does.


Entry A
Molecular formula: C3H3N3O
Method: DFT, the ωB97M-V functional and the def2-TZVPD basis

```
10
Properties=species:S:1:pos:R:3:mulliken_charge:R:1
O 2.567 0.436 -0.113 -0.44
C 1.654 -0.311 0.099 0.14
N 0.355 0.111 0.489 0.44
C -0.292 1.065 -0.260 0.01
N -1.522 0.714 -0.495 -0.52
C -1.611 -0.507 0.143 -0.03
N -0.522 -0.915 0.726 -0.75
H 1.627 -1.395 -0.073 0.36
H 0.234 1.939 -0.626 0.40
H -2.490 -1.137 0.110 0.40
```

For the highest occupied orbital energy, the calculation gives -10.9301 eV. The LUMO energy comes out at 0.305 eV. Its charge is 0. Its SMILES is O=Cn1cncn1.


Entry B
Molecular formula: C3H3N3O
Method: DFT, the ωB97M-V functional and the def2-TZVPD basis

```
10
Properties=species:S:1:pos:R:3:mulliken_charge:R:1
N -1.570 0.841 -1.632 -0.54
C -0.521 0.533 -1.076 0.58
N 0.965 -1.486 -0.126 0.07
N 0.750 -1.964 0.925 -0.36
O -0.208 1.392 2.058 -0.28
C 0.061 0.375 1.585 0.16
C 0.519 0.266 -0.315 -0.62
H -1.761 0.395 -2.529 0.28
H 0.326 -1.163 1.622 0.36
H 1.439 0.810 -0.512 0.34
```

For the highest occupied orbital energy, the calculation gives -8.4158 eV. The LUMO energy comes out at 0.275 eV. Its charge is 0.


Which one sits at the bottom of the stability order? entry B does.